(1)
Below is C47H45AlF5N5P2SSeSi2 as an isolated structure at a distorted geometry, with properties calculated with ωB97M-V/def2-TZVPD.

Results
ΔE to the lowest compared entry with this formula, charge and spin	390.7	kJ/mol
HOMO-LUMO gap	6.3	eV
E_tot	-187622.5801	eV
2S+1	1

Each line ends with the Löwdin charge.
CARTESIAN COORDINATES (ANGSTROEM)
N (0.7021, 0.4462, -1.2349)  -0.195
C (-3.8981, 3.6942, 1.9879)  -0.263
C (-5.3638, 1.8492, 3.4066)  -0.136
H (-4.4624, 2.9657, -0.7383)  -0.002
H (1.0503, 1.4936, -8.0397)  0.101
C (-5.1949, 4.0045, 2.3593)  -0.136
C (-5.1029, -2.0246, -4.3442)  -0.082
F (-3.5585, 0.3635, 3.3424)  0.036
C (-2.2227, -4.8267, -4.2710)  -0.106
H (0.2098, -1.7126, 4.7855)  0.069
C (-4.6474, -0.7509, -4.6388)  -0.072
C (-5.9398, 3.0718, 3.0799)  -0.125
C (0.5236, -1.0618, 2.7180)  -0.330
C (2.9165, -3.5131, 1.6132)  -0.171
H (-2.9270, -5.6150, -4.4924)  0.103
F (-7.1958, 3.3444, 3.4429)  0.128
C (-4.2224, 3.4300, -1.6920)  -0.168
C (4.4631, -4.8153, 0.3977)  -0.081
C (-2.9911, -0.9426, -2.9089)  -0.261
H (-3.2638, 0.7998, -4.0968)  0.068
C (3.8998, -4.4870, 1.6166)  -0.015
H (-0.8823, -2.4444, -0.0846)  0.092
P (-1.7654, -0.0714, -1.8546)  0.796
C (-4.3002, -1.1617, 1.1446)  -0.062
Si (1.9503, 1.4795, -1.8314)  0.438
C (1.8231, -0.7825, -5.6786)  -0.114
C (-0.4396, -2.7697, -3.6929)  -0.367
H (-1.0039, -1.9795, -5.6091)  0.101
N (0.0844, -0.0423, 1.8705)  -0.089
H (-1.6388, -5.6658, -2.3934)  0.103
H (-5.9445, -2.4369, -4.8797)  0.101
C (1.3692, -2.0027, 2.0754)  -0.195
H (4.5083, -4.4894, -1.7164)  0.108
H (4.2044, -4.9667, 2.5318)  0.110
H (-4.8446, -3.7547, -3.1085)  0.108
H (-1.4709, 3.0127, -4.5728)  -0.017
N (2.1793, -2.9416, 2.6270)  0.208
H (-0.9126, 0.6610, -4.3215)  0.075
C (0.9789, 0.9216, -7.1266)  -0.083
F (-6.0765, 0.9380, 4.0805)  0.116
C (-3.6018, -0.2092, -3.9161)  -0.081
H (0.5054, 2.7035, -3.4808)  -0.008
H (3.0075, 3.3215, -0.4732)  0.022
H (2.2596, -3.1522, 3.6054)  0.174
H (2.7114, -0.2677, -7.5569)  0.102
H (-5.3058, -0.8796, 1.4181)  0.114
C (2.4924, -2.8857, 0.4249)  -0.163
H (1.3121, 3.1072, -0.0562)  0.006
H (-2.4397, 4.4415, -4.3174)  0.030
H (-4.3556, 4.5021, -1.5773)  0.021
H (-0.0499, -3.8346, -1.8809)  0.092
H (2.0526, 3.5110, -3.2743)  0.031
H (2.5427, -1.5604, -5.4593)  0.098
C (-0.0415, 1.1793, -6.2249)  -0.082
N (-2.0587, 1.4489, -1.6865)  -0.239
H (-2.5860, -3.7858, -6.1042)  0.109
C (-3.6278, -0.4723, 0.1544)  -0.075
C (3.0566, -3.2389, -0.7919)  -0.002
C (-3.4434, -2.2245, -2.6240)  -0.093
C (-0.0363, -0.6634, -1.8912)  -0.587
H (0.4434, 1.7815, 2.8287)  0.055
C (1.9138, -0.0638, -6.8555)  -0.084
H (-4.0712, 0.3819, -0.3380)  0.110
Si (-2.4269, 3.0290, -2.2432)  0.361
H (5.2424, -5.5596, 0.3617)  0.105
C (-0.1299, 0.4615, -5.0453)  -0.121
C (0.8030, -0.5247, -4.7673)  -0.404
C (-1.5071, -4.8455, -3.0850)  -0.095
C (-2.3689, -0.8835, -0.2746)  -0.290
H (-0.3065, 4.3712, -2.0116)  0.009
H (-4.9504, 3.0835, -2.4213)  0.019
C (-2.3882, 3.3747, -4.1284)  -0.176
H (1.9364, 2.0722, -4.2780)  0.018
C (-0.3629, 1.0642, 2.6170)  -0.747
Se (-1.5749, 2.2282, 1.4916)  1.176
C (0.0796, -0.9984, 3.9976)  -0.335
H (-1.6990, 5.3058, -1.4972)  0.027
C (-1.2479, 4.3181, -1.4757)  -0.179
H (-5.1219, -0.1740, -5.4182)  0.103
H (3.8184, -0.1423, -1.3525)  0.015
S (-0.8597, 0.4347, 4.2940)  0.962
C (-0.6203, -3.8253, -2.8027)  -0.126
C (-2.0346, -3.7941, -5.1734)  -0.083
N (1.5285, -1.9503, 0.7436)  0.173
H (-0.7688, 1.9475, -6.4437)  0.099
C (-3.6894, -2.2238, 1.7989)  -0.062
C (-4.0623, 1.5579, 3.0126)  -0.238
H (4.3346, 1.0723, -2.5219)  0.022
F (-5.7356, 5.1822, 2.0369)  0.127
H (-3.2198, 2.9162, -4.6520)  0.014
C (4.0474, -4.2025, -0.7835)  -0.068
C (-4.4926, -2.7616, -3.3435)  -0.084
Al (0.2693, -0.6311, 0.1285)  0.062
H (-1.9453, -3.4526, 1.9246)  0.112
H (3.3077, -0.2603, -3.0252)  -0.017
H (2.5036, 1.9788, 0.5506)  0.017
C (1.5710, 2.5410, -3.3682)  -0.147
H (2.7213, -2.7675, -1.7024)  0.057
C (-1.1429, -2.7752, -4.8929)  -0.078
C (-1.7899, -1.9921, 0.3523)  -0.137
C (3.5087, 0.4381, -2.2174)  -0.171
P (0.8344, -1.5390, -3.2375)  1.062
F (-3.1690, 4.5957, 1.3236)  0.068
H (-2.9737, -2.8018, -1.8413)  0.101
H (-1.0270, 4.0844, -0.4386)  -0.045
C (-3.2941, 2.4653, 2.2888)  -0.347
C (-2.4232, -2.6248, 1.4177)  -0.053
H (-4.2121, -2.7441, 2.5873)  0.111
C (2.2299, 2.5859, -0.3070)  -0.157

=====

(2)
Below is C47H45CdCl5Ge2O3PS as an isolated structure, with properties calculated with ωB97M-V/def2-TZVPD.

Results
ΔE to the lowest compared entry with this formula, charge and spin	105.3	kJ/mol
HOMO-LUMO gap	7.6	eV
total charge	-1
E_tot	-255948.7649	eV
2S+1	1

Each line ends with the Löwdin charge.
CARTESIAN COORDINATES (ANGSTROEM)
H (2.3983, -3.2233, 0.7714)  0.035
C (1.7312, 3.7290, 0.5068)  -0.604
H (-1.4574, -4.7098, -1.1724)  0.049
C (-2.5523, 0.1002, -2.0392)  -0.134
C (1.7242, -2.2264, -6.1058)  -0.086
C (-1.3022, -7.5160, 2.2889)  -0.086
C (2.1330, 2.8226, 1.5186)  -0.516
H (0.1450, -3.0696, -2.6962)  0.083
C (1.5767, -5.0747, -0.0035)  -0.172
H (1.8227, 4.8223, -4.7737)  0.100
C (-1.1796, 0.3981, 3.0121)  -0.371
H (-2.0720, 0.2531, 2.4047)  0.048
H (-0.5908, 4.3030, -4.6557)  0.102
O (1.6979, 1.6230, 1.6047)  -0.261
C (-0.6552, -5.7704, 4.3352)  -0.043
H (-3.8487, -1.0397, -5.5152)  0.099
H (-5.4583, -0.3642, -3.7477)  0.098
Cl (4.7747, 5.1623, 3.4775)  0.658
H (-1.1360, -3.0409, 4.6699)  0.056
C (4.3655, 0.7171, -0.2138)  -0.704
P (0.1902, -0.2537, -2.7939)  1.052
H (1.6150, -3.0515, -0.7755)  0.008
C (4.2377, 1.9893, -0.7711)  -0.139
H (5.4680, -0.4780, 1.1748)  0.093
C (3.1968, 5.4659, 1.3097)  -0.738
C (0.5838, -2.8304, -3.6594)  -0.099
H (-1.4428, -0.9762, -5.0568)  0.099
H (-0.3711, -5.0965, 5.1339)  0.104
H (1.5180, -5.6041, 0.9491)  0.059
H (1.8794, -4.3478, -6.3911)  0.097
H (-2.3300, -2.1207, 0.2604)  0.067
C (5.3689, 0.5044, 0.7308)  -0.137
C (2.0509, -1.7974, 4.8535)  -0.181
H (-0.6251, 1.2205, 2.5592)  0.043
H (2.1770, -1.9854, -7.0598)  0.099
C (-3.9166, 0.0702, -2.3242)  -0.024
H (1.3082, -1.7102, 5.6503)  0.061
Cd (1.1409, 0.1777, 0.0290)  1.203
H (2.7278, 0.8977, -3.3210)  0.081
C (-1.5332, 0.7033, 4.4678)  -0.175
H (2.5044, -5.3757, -0.4970)  0.066
C (6.2130, 1.5372, 1.1117)  -0.105
C (3.5968, 4.6157, 2.3398)  -0.715
C (-3.4952, -0.7200, -4.5423)  -0.087
Cl (0.5836, 3.1521, -0.6485)  0.755
H (0.7479, -5.4269, -0.6231)  0.048
C (6.0770, 2.8009, 0.5524)  -0.104
H (4.9551, 4.0042, -0.8274)  0.107
Cl (3.8658, 7.0532, 1.1632)  0.634
O (-1.0068, 0.3236, -0.2213)  -0.283
C (0.1398, 3.5511, -4.3845)  -0.089
C (-0.8404, -7.1163, 4.6057)  -0.093
O (-3.0893, 1.0620, 0.0547)  0.029
C (-4.3923, -0.3418, -3.5563)  -0.080
C (-0.2882, 2.3017, -3.9528)  -0.093
C (3.0820, 3.3343, 2.4411)  -0.600
C (-1.6405, -0.2915, -3.0329)  -0.305
C (2.2566, 5.0047, 0.3936)  -0.714
H (-1.1999, -5.8024, 1.0085)  0.077
C (-2.1367, -0.6861, -4.2787)  -0.089
H (1.7483, 0.1841, 4.0048)  0.015
C (1.3139, -1.2027, -5.2610)  -0.087
H (3.4552, 2.1784, -1.4966)  0.067
H (-1.1696, -2.1656, -1.0341)  0.007
Cl (3.6204, 2.2684, 3.6879)  0.723
C (1.4931, 3.8426, -4.4513)  -0.095
H (2.0619, -2.8415, 4.5341)  0.057
H (-0.6407, 0.8700, 5.0768)  0.060
H (0.8506, -4.8842, -4.2010)  0.101
S (3.3235, -0.6328, -0.7151)  0.453
C (-0.6060, -3.8250, 2.7576)  -0.346
H (2.4880, -0.9449, 2.9063)  0.044
H (1.4454, -0.1700, -5.5619)  0.101
H (-1.3487, 2.0885, -3.8930)  0.104
H (-1.5474, -8.1951, 1.4816)  0.100
Cl (1.7617, 6.0224, -0.9132)  0.661
H (6.7240, 3.6113, 0.8644)  0.098
H (3.0291, -1.5676, 5.2843)  0.062
C (-1.5691, -2.7512, -0.2046)  -0.362
H (-2.1472, 1.6044, 4.5323)  0.065
C (0.9796, -3.8527, -4.5049)  -0.081
C (-1.1709, -7.9970, 3.5839)  -0.106
C (0.6383, 1.3357, -3.5750)  -0.402
Ge (-0.0432, -1.1836, 2.8784)  0.839
C (-1.1121, -6.1688, 2.0238)  -0.056
Ge (-0.0807, -2.8714, 1.0846)  0.869
H (-2.9264, -3.8009, -1.5187)  0.067
H (3.4848, 3.1026, -4.1258)  0.107
C (-0.7664, -2.8420, 3.6634)  -0.234
C (-2.2000, -4.0360, -0.7359)  -0.166
H (-4.5912, 0.3846, -1.5398)  0.113
H (-2.7285, -4.5811, 0.0480)  0.057
H (-1.3105, -9.0498, 3.7947)  0.094
H (6.9740, 1.3584, 1.8618)  0.099
C (5.0867, 3.0192, -0.3944)  -0.093
C (1.5378, -3.5582, 0.1903)  -0.396
C (1.7317, -0.8593, 3.6902)  -0.380
C (2.0013, 1.6371, -3.6445)  -0.152
H (-2.0973, -0.1151, 4.9223)  0.058
H (-0.7152, -7.4827, 5.6174)  0.097
C (-2.1991, 0.5549, -0.6150)  -0.652
C (0.7367, -1.4934, -4.0309)  -0.374
C (2.4257, 2.8779, -4.0878)  -0.089
C (1.5564, -3.5511, -5.7328)  -0.096
C (-0.8037, -5.2657, 3.0400)  -0.232